The following is a DFT calculation (ωB97M-V with the def2-TZVPD basis set) of a 3-piece molecular cluster, C5H15N2O overall.

The geometry in XYZ format:
```
23
Properties=species:S:1:pos:R:3:lowdin_charge:R:1
C 1.99 -1.14 -1.31 -0.01
C 1.41 -1.09 0.09 0.03
C 0.39 -1.86 0.61 -0.12
C -0.59 -2.46 -0.17 0.17
N 0.64 2.23 1.03 -0.01
C -0.77 2.43 0.70 -0.31
N -0.84 2.03 -0.70 0.02
H 3.07 -1.06 -1.14 0.10
H 1.76 -2.15 -1.64 0.10
H 1.60 -0.34 -1.99 0.13
H 2.12 -0.87 0.85 0.12
H 0.95 1.39 0.53 0.02
H -1.37 1.67 1.17 0.07
H 0.44 -2.15 1.66 0.14
H -0.60 -2.04 -1.22 0.13
H -1.02 -3.44 0.07 0.13
H 1.20 2.94 0.61 0.06
H -1.02 3.44 0.95 0.11
H -1.18 2.71 -1.38 0.08
H -1.38 1.28 -0.86 -0.02
H -2.82 -0.32 1.28 0.08
H -1.77 -1.06 0.31 0.04
O -2.21 -0.14 0.54 -0.08
```

The value obtained for the LUMO energy is -7.74 eV. For the max |F|, the calculation gives 3.7 eV/A. As for the energy above the lowest of the compared OMol25 structures with the same formula, charge and spin: 563.6 kJ/mol. As for the spin multiplicity: 1. The gap between HOMO and LUMO comes out at 4.014 eV. Its total charge is +1.